Formula: C37H75Cl2I2N9O5P3
Source: the Open Molecules 2025 dataset
Level of theory: wB97M-V/def2-TZVPD

Its net charge is +1. The HOMO energy comes out at -0.324 Ha. The value obtained for the frontier orbital gap is 3.78 eV.

Atoms and positions in Å:
C (7.3479, 1.3355, -1.3578)
C (7.4011, 2.1227, -2.8128)
C (8.5174, 3.3253, -2.8634)
C (8.0360, 4.7217, -2.1119)
C (6.6057, 5.3142, -2.6530)
C (5.5419, 5.6787, -1.4332)
C (5.1470, 4.2824, -0.6594)
C (3.6747, 4.3291, 0.0542)
C (2.3858, 4.4297, -1.0079)
C (0.8402, 4.4318, -0.4631)
C (-0.3506, 4.4962, -1.5878)
O (-0.9499, 5.6786, -1.8909)
O (-0.8191, 3.3249, -2.3761)
P (-0.8501, 3.6991, -4.0904)
N (0.2338, 2.6997, -4.7947)
C (0.6283, 4.3463, 1.1741)
C (-0.9183, 4.2913, 1.7153)
Cl (-1.3648, 5.5696, 2.9788)
C (-1.1549, 2.7219, 2.2453)
C (-0.1954, 1.6353, 1.4555)
Cl (-2.9215, 2.2738, 1.7412)
C (1.9842, 4.2807, 2.1449)
C (1.7182, 4.1703, 3.7927)
I (1.5664, 2.1752, 4.7826)
C (1.6028, 5.3372, 4.7079)
C (1.3816, 5.1332, 6.3532)
I (1.7051, 7.4046, 4.0011)
N (3.4203, 4.2777, 1.5758)
C (4.6558, 4.1682, 2.4412)
C (5.6203, 5.4894, 2.4681)
N (4.9189, 6.8063, 2.6960)
C (5.6589, 7.6552, 3.7492)
C (5.2175, 7.2224, 5.2966)
C (4.7376, 7.6134, 1.4303)
C (3.3066, 7.6667, 0.5817)
O (5.7603, 8.3683, 0.9799)
H (8.1499, 0.4741, -1.4131)
H (6.2956, 0.7861, -1.2710)
H (7.4759, 2.0396, -0.4316)
H (7.7433, 1.3117, -3.6058)
H (6.3137, 2.4575, -3.1414)
H (8.8088, 3.5398, -3.9834)
H (9.4977, 2.8968, -2.3477)
H (8.0894, 4.6219, -0.9291)
H (8.8598, 5.5350, -2.3924)
H (6.8220, 6.3522, -3.1980)
H (6.0300, 4.6123, -3.3927)
H (6.1042, 6.4074, -0.7079)
H (4.6018, 6.2035, -1.9045)
H (5.0827, 3.4375, -1.5006)
H (6.0376, 3.9760, 0.0316)
H (2.5699, 4.4741, -2.1723)
H (-2.2001, 3.5205, -4.6270)
H (-0.4358, 5.0424, -4.4123)
H (0.6715, 2.1100, -4.0456)
H (-1.7154, 4.4161, 0.8347)
H (-1.1399, 2.6263, 3.4110)
H (-0.7288, 0.5751, 1.5697)
H (0.9188, 1.6221, 1.8126)
H (-0.1573, 1.8216, 0.2769)
H (1.2919, 6.2057, 6.8700)
H (0.4671, 4.4472, 6.6063)
H (2.3974, 4.6816, 6.7804)
H (5.3092, 3.2888, 1.9657)
H (4.4667, 3.8510, 3.5507)
H (6.3960, 5.3425, 3.3628)
H (6.2981, 5.6218, 1.5004)
H (6.8244, 7.5808, 3.6519)
H (5.3236, 8.7928, 3.6421)
H (6.1437, 7.4350, 6.0137)
H (4.8883, 6.0990, 5.3509)
H (4.3223, 7.8996, 5.6903)
H (3.4775, 7.6766, -0.5903)
H (2.7225, 8.6610, 0.8310)
H (2.5723, 6.7799, 0.8836)
O (-1.8216, -4.7576, 3.7435)
P (-1.6597, -4.9665, 2.2179)
N (-1.2750, -3.3403, 1.9500)
C (-2.0869, -2.2713, 1.4133)
C (-0.0810, -2.8195, 2.6103)
N (-3.3239, -5.3199, 2.0225)
C (-4.3420, -4.3611, 1.6313)
C (-3.8922, -6.2108, 3.0474)
N (-1.4736, -5.2067, 0.4640)
C (-0.5941, -4.4706, -0.4275)
C (-2.1265, -6.3229, -0.2097)
H (-1.4625, -1.5454, 0.8807)
H (-2.6304, -1.7408, 2.1998)
H (-2.7844, -2.6090, 0.6538)
H (0.8115, -3.3044, 2.2026)
H (-0.1002, -3.0000, 3.6919)
H (0.0528, -1.7413, 2.4748)
H (-4.3794, -3.5035, 2.3126)
H (-5.3430, -4.8114, 1.6176)
H (-4.1834, -4.0290, 0.6039)
H (-4.1750, -5.6621, 3.9528)
H (-3.1732, -6.9888, 3.3274)
H (-4.7800, -6.7324, 2.6707)
H (-1.1383, -3.6619, -0.9231)
H (-0.1731, -5.1062, -1.2166)
H (0.2737, -4.0511, 0.0855)
H (-3.0359, -5.9862, -0.7169)
H (-2.3903, -7.1236, 0.4900)
H (-1.4780, -6.7955, -0.9569)
O (-5.6444, -5.8143, -4.0624)
P (-6.0389, -7.0751, -3.2549)
N (-6.9671, -7.7015, -4.5239)
C (-8.4021, -7.7312, -4.6966)
C (-6.2757, -7.9890, -5.7777)
N (-6.9446, -6.1534, -2.1313)
C (-8.3780, -5.9299, -2.1956)
C (-6.2981, -4.9069, -1.6890)
N (-6.4924, -8.5246, -2.3266)
C (-6.7851, -9.8439, -2.8594)
C (-6.4578, -8.5181, -0.8688)
H (-8.7010, -8.6124, -5.2750)
H (-8.7662, -6.8420, -5.2183)
H (-8.9394, -7.8495, -3.7614)
H (-5.5628, -8.8064, -5.6310)
H (-5.7211, -7.1182, -6.1479)
H (-6.9506, -8.2962, -6.5833)
H (-8.6783, -5.4729, -3.1454)
H (-8.7246, -5.2687, -1.3909)
H (-8.9207, -6.8619, -2.0292)
H (-6.4595, -4.0895, -2.4008)
H (-5.2185, -5.0508, -1.5697)
H (-6.6771, -4.5897, -0.7103)
H (-7.8635, -9.9793, -2.9796)
H (-6.4312, -10.6474, -2.2013)
H (-6.2956, -10.0317, -3.8170)
H (-7.4647, -8.3835, -0.4617)
H (-5.8122, -7.7231, -0.4798)
H (-6.0487, -9.4485, -0.4577)